Formula: C5H6O2
Source: OMol25
Level of theory: ωB97M-V with the def2-TZVPD basis set

Summary:
Multiplicity = 1
HOMO = -8.41 eV
HOMO-LUMO gap = 0.3461 Eh
Relative energy (zero: lowest compared OMol25 entry of this formula, charge and spin) = 4.2291 eV

The geometry in XYZ format:
```
13
Properties=species:S:1:pos:R:3:forces:R:3
C 0.27019 -0.12329 -1.05910 -0.1 0.1 0.0
C 1.32274 0.45616 -0.14083 0.6 0.4 0.0
H -1.50607 -1.60633 1.59520 0.5 0.0 -0.6
H 2.39097 0.42983 -0.34893 0.0 0.1 0.0
H 0.76125 2.51015 -0.68258 0.2 0.2 0.2
O -0.09265 1.97375 1.06938 0.2 0.4 0.1
H -0.68092 -2.09075 -0.14406 -3.2 -0.9 1.5
O 0.88714 -0.45734 0.89878 -0.1 0.4 0.2
C -1.38717 -1.34142 0.53466 1.4 -1.8 -1.3
H -0.11161 0.11870 -2.04237 0.0 0.0 0.4
C -0.19389 -0.65518 0.09441 -0.2 1.2 0.0
C 0.66126 1.78837 0.15476 0.1 0.2 -0.4
H -2.32122 -1.00267 0.07067 0.6 -0.4 -0.1
```
Positions in Å, forces in eV/Å.

These are the Löwdin partial charges, in e, on atoms 1 to 2: C 0.014; C -0.242

Formula: C4H13N2O
Source: OMol25
Level of theory: ωB97M-V with the def2-TZVPD basis set

Summary:
Multiplicity = 1
HOMO = -13.52 eV
Charge = +1
HOMO-LUMO gap = 0.3850 Eh
Relative energy (zero: lowest compared OMol25 entry of this formula, charge and spin) = 1.6011 eV
SMILES string = [NH3+]CCNCCO

The geometry in XYZ format:
```
20
Properties=species:S:1:pos:R:3:forces:R:3
C -1.07148 -0.42228 1.25102 0.4 -0.4 0.1
H -1.35658 1.54812 0.77389 0.0 -0.2 -0.1
H 1.26158 0.36341 0.86198 0.1 -0.3 -0.2
H -0.90014 -2.30633 -1.49540 0.0 0.0 0.0
H 0.11009 -0.95860 -1.36901 -0.4 0.0 0.1
H 0.84169 1.88525 1.39315 -0.3 0.7 -0.1
O 1.54063 0.52400 -1.58240 -0.7 0.1 0.3
H 0.38173 2.14549 -1.38569 -0.3 0.2 0.3
C 1.14600 1.67512 -0.77676 0.6 -0.1 -0.7
H 0.47078 -1.81604 0.68328 0.6 -0.4 0.0
N -0.74001 -1.44021 -0.98463 1.1 0.0 -0.3
H -1.50774 -0.80051 -1.12806 -0.4 0.4 -0.2
H -2.13663 -0.48664 1.40475 -0.5 0.0 -0.2
N -0.76045 0.77403 0.49828 0.1 0.4 0.1
H 1.97039 2.39807 -0.70538 -0.1 -0.4 0.1
C -0.56792 -1.66825 0.48603 -0.7 1.0 0.1
H -1.16677 -2.51825 0.73933 0.0 -0.6 0.3
H 2.47990 0.37586 -1.48966 0.4 0.0 0.0
C 0.64395 1.20955 0.56736 0.0 -0.5 0.2
H -0.63901 -0.48178 2.25790 0.1 0.1 0.0
```
Positions in Å, forces in eV/Å.

These are the Löwdin partial charges, in e, on atoms 1 to 2: C -0.203; H 0.130

Formula: C6H14O2
Source: OMol25
Level of theory: ωB97M-V with the def2-TZVPD basis set

Summary:
Multiplicity = 1
HOMO = -8.95 eV
HOMO-LUMO gap = 0.3498 Eh
Relative energy (zero: lowest compared OMol25 entry of this formula, charge and spin) = 2.4265 eV
SMILES string = C=C/C=C/CC.O.O

The geometry in XYZ format:
```
22
Properties=species:S:1:pos:R:3:forces:R:3
C 1.12900 0.40878 0.63663 0.2 0.3 -0.5
H -0.61300 -1.65668 -2.49874 0.4 -0.3 0.0
C -0.65415 -0.10953 -1.03921 0.8 1.5 1.0
H 0.93249 -0.56701 1.08372 0.3 0.1 -0.1
H 1.26920 -2.09187 4.61430 0.1 0.1 0.3
H 2.68684 3.21676 1.80014 -0.3 0.0 0.0
H -1.09027 0.52374 -1.79555 -0.2 -0.4 -0.9
H -1.44029 -0.12480 -0.27360 0.1 -0.4 -0.1
H -0.79925 -2.20783 -0.85138 -0.2 -0.4 0.0
H 0.78591 -1.85520 -1.37577 0.1 0.7 -0.2
H -4.03626 -0.96708 -4.50639 0.1 0.3 0.0
H 0.54126 1.78630 -0.83332 0.3 -0.1 -0.2
C -0.24709 -1.51688 -1.47938 -1.0 -0.2 0.0
C 1.86238 2.59551 1.44536 1.2 0.3 0.4
O -3.78269 -0.10419 -4.14488 0.0 -0.5 0.3
H 3.12311 0.95158 1.45838 0.0 -0.1 -0.2
O 0.49286 -1.56306 4.83393 0.1 -0.3 -0.5
H 0.90139 3.07116 1.37554 -0.3 -0.1 -0.3
H 0.00344 -1.60233 4.00371 -0.2 0.2 0.2
C 2.13773 1.32200 1.19251 -0.6 -0.1 0.5
H -3.64732 -0.28847 -3.20172 0.0 0.2 -0.4
C 0.44471 0.77910 -0.44427 -0.8 -1.0 0.5
```
Positions in Å, forces in eV/Å.

These are the Löwdin partial charges, in e, on atoms 1 to 2: C -0.136; H 0.065

Formula: HN3O3S
Source: OMol25
Level of theory: ωB97M-V with the def2-TZVPD basis set

Summary:
Multiplicity = 1
HOMO (spin up / spin down) = -8.96 / -8.59 eV
HOMO-LUMO gap (spin up / spin down) = 0.2918 / 0.2864 Eh
Relative energy (zero: lowest compared OMol25 entry of this formula, charge and spin) = 1.8377 eV

The geometry in XYZ format:
```
8
Properties=species:S:1:pos:R:3:forces:R:3
O 0.82338 1.72018 0.13024 -1.1 2.9 0.1
N -2.04847 0.27245 0.01690 -0.8 1.2 -0.1
O 2.52396 0.41395 -0.02186 2.4 -0.8 -0.3
N 1.43861 0.75574 0.05811 -2.7 -2.4 0.4
N 0.37166 -0.72402 0.15132 2.1 -0.7 -0.6
H -2.96138 0.30560 -0.46729 0.9 -0.4 0.4
S -1.27070 -1.03068 0.06138 -0.2 -0.5 -0.2
O 1.12293 -1.71322 0.07119 -0.6 0.6 0.4
```
Positions in Å, forces in eV/Å.

These are the Löwdin partial charges, in e, on atoms 1 to 2: O 0.167; N -0.418

Formula: CH16N2O7Pt
Source: OMol25
Level of theory: ωB97M-V with the def2-TZVPD basis set

Summary:
Multiplicity = 3
HOMO (spin up / spin down) = -16.14 / -16.14 eV
Charge = +2
HOMO-LUMO gap (spin up / spin down) = 0.2866 / 0.1537 Eh
Relative energy (zero: lowest compared OMol25 entry of this formula, charge and spin) = 5.7399 eV

The geometry in XYZ format:
```
27
Properties=species:S:1:pos:R:3:forces:R:3
H -22.38593 3.18382 -7.20032 -0.1 0.6 0.2
C -22.93673 1.37390 -6.85463 -4.0 -1.0 1.5
O -16.74950 2.77925 -8.01688 -0.4 -0.5 0.2
O -14.91101 -0.85525 -9.00846 -0.5 0.2 0.2
H -15.89170 2.98386 -8.38911 0.3 -0.1 -0.1
H -14.48131 -1.18142 -9.79916 0.0 -0.1 -0.3
O -17.62677 0.16696 -4.15085 -0.2 -0.1 -0.5
H -15.52578 -3.21722 -5.09225 0.1 0.0 0.3
H -16.99364 0.69558 -3.66513 0.3 0.2 0.1
O -21.78005 1.05207 -7.01292 5.1 -2.3 -1.0
H -18.32376 -0.41280 -11.85066 0.3 0.1 -0.2
O -18.76315 -0.55856 -11.01285 0.0 0.1 0.7
H -24.90417 0.97995 -6.53576 0.1 -0.1 0.1
H -23.75145 -0.34517 -6.56134 -0.8 -0.2 0.2
H -19.57627 -3.77038 -6.14242 0.3 -0.2 0.1
O -15.82303 -3.22722 -6.00206 -0.3 0.3 -0.2
H -19.68767 -0.65667 -11.24060 -0.2 -0.1 -0.1
H -20.99035 -3.37262 -6.50854 -0.2 -0.1 0.0
H -24.10389 2.95229 -7.12909 0.0 0.1 -0.3
H -14.27638 -1.01066 -8.30894 0.2 0.0 0.3
N -23.17298 2.59417 -6.97019 0.1 6.7 -1.2
H -15.19498 -3.79107 -6.45356 0.1 -0.2 -0.2
O -20.07592 -3.22452 -6.74956 0.1 0.6 -0.2
N -23.95192 0.64473 -6.56632 -0.6 -3.7 0.4
Pt -17.98081 -0.38523 -7.71971 0.6 -0.1 -0.2
H -17.25191 3.58833 -8.11283 -0.1 0.2 0.0
H -18.20790 -0.18914 -3.47875 -0.1 -0.2 0.2
```
Positions in Å, forces in eV/Å.

These are the Löwdin partial charges, in e, on atoms 1 to 2: H 0.176; C -0.661

Formula: C18H37B2NO12P3S
Source: OMol25
Level of theory: ωB97M-V with the def2-TZVPD basis set

Summary:
Multiplicity = 1
HOMO = -11.12 eV
Charge = +1
HOMO-LUMO gap = 0.2301 Eh

The geometry in XYZ format:
```
74
Properties=species:S:1:pos:R:3:forces:R:3
O 7.11382 -0.04829 1.85055 1.2 0.8 -0.6
H -0.45128 0.81297 2.38458 -1.6 -1.0 0.1
C -1.67055 -0.58887 0.96945 0.0 -0.4 0.3
H -1.42362 3.75148 0.57942 0.8 -0.9 -0.1
H -6.78521 3.52026 -1.72823 -0.1 -0.1 0.1
H 0.14463 -2.73903 0.13531 0.5 1.7 -1.1
O 8.60621 0.55017 3.48017 3.0 0.6 -1.9
H -1.62933 -1.67888 1.38829 0.3 1.9 -1.1
P 3.31362 -0.54715 -3.29232 3.6 0.8 1.4
H 8.57752 -3.00128 4.41230 0.1 0.1 -0.3
O -1.99713 2.72525 -1.60182 2.6 -1.3 0.7
C 1.12269 0.79559 -1.94756 -1.5 -1.2 1.8
H 9.67350 2.17834 2.77538 0.1 0.1 0.1
P -8.70268 1.00045 -0.02967 1.5 -9.6 -3.0
B 2.34219 -3.14340 -1.70065 0.9 -2.6 -0.9
C 9.70603 1.44948 3.59007 0.3 0.3 0.4
C 2.97557 2.72243 -2.34345 4.7 2.4 2.4
S 4.91559 -0.39820 -2.14958 -1.1 -0.3 -0.9
O 1.49987 -4.26984 -2.11394 1.3 3.2 0.2
C 8.58090 -1.93261 4.18154 0.3 0.0 0.7
H -8.42791 3.64607 -1.05543 0.1 0.3 0.0
H 1.61080 1.70098 -3.93088 0.2 0.9 2.0
C -0.48981 -0.44338 -0.10770 2.7 -0.8 -2.0
H -2.21214 1.28906 2.08776 1.4 -1.6 0.5
H -10.30231 0.12192 -3.10913 -0.1 0.1 0.4
O 8.81106 -1.77857 2.79432 1.0 0.4 -1.0
H 9.39088 -1.46782 4.74934 -0.2 0.0 0.1
H -7.03751 3.31389 0.02134 0.0 0.2 -0.1
H -9.61509 -1.66789 0.70397 0.2 0.2 0.1
O -7.69723 -0.13732 0.14182 0.0 1.3 0.8
C 1.57165 -1.72252 -1.47335 -3.3 2.5 2.3
H -3.41420 -2.74495 0.75733 -0.9 1.9 -0.1
C -3.15942 -0.47476 0.27755 0.3 -1.7 -0.3
H 4.92077 3.57736 -1.13583 -1.8 -0.5 -2.0
H -1.80862 2.45323 -2.53289 -0.5 0.1 1.1
O -7.63779 1.73463 -1.17506 -1.4 2.5 2.1
H 10.64795 0.89570 3.55520 0.1 0.2 0.1
C -0.10781 0.85354 -0.92387 2.4 -3.2 -0.7
H -4.32350 -1.64968 1.93316 0.3 0.0 -2.1
H -10.55077 -1.23470 2.15032 -0.1 0.5 -0.1
C -9.48569 0.61318 -2.57342 0.0 0.3 -0.6
C 1.57899 2.08246 -2.82698 0.9 0.1 0.0
C -7.46619 3.13362 -0.96866 0.2 0.4 -0.3
H -8.79213 -1.08197 2.19490 0.0 -0.2 -0.2
O 3.75095 -3.39407 -1.58524 -3.2 0.8 0.9
H -9.40994 1.63935 -2.94213 0.1 -0.2 -0.1
H 4.17992 -2.86035 -0.87328 -0.3 -0.2 -1.1
C -1.50946 0.37408 2.27778 -0.8 1.1 -0.9
O -9.80584 0.35913 1.11935 -0.9 3.7 -0.4
H -1.90722 -0.15302 3.21739 0.9 0.7 -1.5
C -4.03813 -1.75743 0.80747 0.2 -0.3 0.2
O 8.70229 -1.22663 0.53276 3.5 1.0 0.8
P 8.60372 -0.35039 2.00670 -9.1 -4.3 1.6
O -9.79782 0.61580 -1.19394 -0.4 0.9 1.0
H 7.61488 -1.51883 4.47587 0.1 0.2 -0.1
H -4.96195 -1.95171 0.13517 1.4 0.7 1.4
C 7.51836 -1.65438 -0.11118 -0.6 0.5 -0.1
H -8.56654 0.06047 -2.77527 0.0 0.1 0.1
H -3.68118 0.52734 0.50381 0.9 -1.6 -0.5
C 0.37189 -1.75415 -0.41408 1.4 3.4 -2.4
C -9.67085 -0.98102 1.55507 0.7 -0.4 0.3
O -0.79091 2.98777 0.54938 -1.3 -1.4 -3.0
H 6.99321 -0.79809 -0.53866 -0.1 -0.2 0.2
H 3.31828 -1.73679 -4.10195 -1.0 0.5 0.5
H 0.71020 -3.94292 -2.60893 0.7 -0.5 0.8
N 1.91210 -0.44952 -2.17727 -4.0 -0.1 1.9
H 9.63580 1.97593 4.54283 0.0 -0.1 -0.1
H 6.87075 -2.20462 0.58028 0.1 0.3 0.0
H 7.79680 -2.32059 -0.93091 0.4 0.1 0.1
H 0.81033 2.94096 -2.82312 1.0 -1.6 0.3
B -1.00370 2.21693 -0.67800 -0.6 2.3 0.9
H 3.39909 0.56486 -4.20273 -1.1 -0.8 0.4
H -3.03245 -0.66805 -0.86811 -0.3 0.8 2.0
C 4.07113 3.28899 -1.87270 -6.1 -3.6 -1.3
```
Positions in Å, forces in eV/Å.

These are the Löwdin partial charges, in e, on atoms 1 to 2: O -0.294; H 0.095

Formula: C6H9NaO6
Source: OMol25
Level of theory: ωB97M-V with the def2-TZVPD basis set

Summary:
Multiplicity = 1
HOMO = -5.81 eV
HOMO-LUMO gap = 0.1880 Eh
Relative energy (zero: lowest compared OMol25 entry of this formula, charge and spin) = 0.0000 eV

The geometry in XYZ format:
```
22
Properties=species:S:1:pos:R:3:forces:R:3
C 0.11906 -1.50782 -1.60736 0.4 0.0 -0.1
C 0.94665 -1.21297 2.93994 -0.4 -0.3 -0.2
H -0.09234 3.12795 0.79243 0.1 -0.2 -0.2
C -0.09490 -1.08865 -3.06327 0.2 -0.3 0.0
O 1.40259 1.75260 1.22145 0.5 0.2 0.2
H -0.54653 -1.84209 -3.73699 0.0 0.1 0.1
Na -2.57161 0.05820 0.92691 0.6 0.1 -0.7
C 0.69821 0.85717 1.86424 -0.6 -0.4 -0.7
C 0.72585 2.59786 0.29204 -0.2 0.2 -0.2
O -1.08185 -0.02131 -2.95062 0.0 0.3 -0.4
H 1.47522 3.31439 -0.05467 -0.2 -0.2 0.1
H 0.49128 -1.78626 2.09139 0.3 0.6 0.8
O -0.52023 0.78455 1.86991 -0.4 0.0 0.0
H 0.16904 -2.60719 -1.56015 0.0 0.2 0.0
O 1.50181 0.01466 2.45975 0.6 -0.2 0.2
H 0.37512 1.99512 -0.55629 0.0 0.2 0.3
H 0.79418 -0.66756 -3.54683 -0.2 -0.1 0.2
O -2.72195 0.45051 -1.47823 -0.3 0.3 0.2
O -1.30741 -1.21364 -1.13395 -0.4 -0.3 0.3
C -1.78068 -0.23829 -1.85892 0.2 -0.1 0.8
H 1.79124 -1.77238 3.35085 -0.2 0.2 -0.1
H 0.22726 -0.99486 3.73839 0.0 -0.2 -0.3
```
Positions in Å, forces in eV/Å.

These are the Löwdin partial charges, in e, on atoms 1 to 2: C -0.140; C -0.019

Formula: C13H24N6O5
Source: OMol25
Level of theory: ωB97M-V with the def2-TZVPD basis set

Summary:
Multiplicity = 1
HOMO = -8.71 eV
HOMO-LUMO gap = 0.3398 Eh
Relative energy (zero: lowest compared OMol25 entry of this formula, charge and spin) = 0.1176 eV
SMILES string = CNC(=O)N/C(N)=N/CCC[C@H](NC(=O)[C@@H](C)NC(C)=O)C(=O)O

The geometry in XYZ format:
```
48
Properties=species:S:1:pos:R:3:forces:R:3
O -1.39760 1.27596 3.49962 0.5 -0.4 -0.3
C -2.21835 0.36018 0.87140 0.1 -1.5 0.4
C 1.81283 0.93597 -3.68936 -1.4 -1.4 2.1
N 1.36187 0.03723 -4.62671 0.4 0.4 0.0
H -0.78515 1.10989 -2.80844 -0.1 -0.1 -0.1
O -4.51273 0.82226 0.78758 -0.3 -1.1 0.1
N -1.36480 -0.31326 1.87020 0.7 -0.1 0.1
C -2.57868 -4.00785 3.46733 0.1 0.4 0.4
H 5.54901 1.96497 -5.70446 -0.3 0.3 0.8
H 0.69398 -0.63406 -4.24742 0.5 0.3 -0.4
C -0.52145 -0.84753 4.18689 1.2 0.0 0.2
H 0.39675 0.12857 -0.20115 0.6 -0.5 0.5
H 4.10448 4.08257 -4.89206 0.4 -0.1 -0.1
H 4.79951 3.69636 -3.35594 0.5 -0.1 -0.1
N 1.29791 1.16708 -2.52789 -1.1 -0.1 -0.4
H -1.66304 -1.03820 -0.69201 -0.3 -0.1 0.0
H 5.90652 4.13930 -4.75784 -1.0 -0.8 0.6
H -2.18309 1.43717 0.98553 -0.2 0.0 0.4
N 2.99383 1.59574 -3.87215 1.1 1.2 0.0
N 5.03786 2.17595 -4.83628 0.6 0.8 -0.3
H 0.29643 0.53908 5.57996 -0.3 0.5 0.2
N -1.37278 -2.01223 4.32163 -0.8 -1.5 -0.6
C -0.34812 0.62793 -0.77451 -1.0 0.7 0.0
C 3.95064 1.34611 -4.80068 0.8 0.3 0.0
H -2.69834 -4.49033 2.49262 0.1 0.1 0.4
O 3.92693 0.41658 -5.57044 -0.6 -1.4 -1.0
H -0.40768 1.64357 -0.40006 0.4 0.5 -0.1
H -2.10593 -1.99464 5.03473 0.6 0.2 -0.4
C -3.70439 -0.05787 1.00999 0.7 2.7 -0.3
O -4.04030 -1.29875 1.35573 0.4 0.0 0.0
C -1.46945 -2.99560 3.36654 0.4 1.6 -1.6
C -1.72958 0.04501 -0.55580 0.3 -0.5 0.5
H 0.01191 -1.01560 6.28401 -0.4 0.1 -0.3
H -2.25221 -4.70822 4.23385 -0.4 -0.4 0.0
H -0.07582 -0.50810 -2.51295 0.0 0.6 0.0
H 2.13575 -0.30725 -5.19742 -0.4 -0.1 -0.1
O -0.74078 -2.94793 2.36179 -0.3 -0.5 1.1
H -3.52234 -3.51541 3.76048 0.4 -0.3 0.0
C -0.02575 0.57839 -2.22943 1.4 -0.3 -1.0
C -1.05822 0.15629 3.13223 -2.1 0.8 0.0
H -1.39082 0.05448 5.97405 -0.4 0.4 0.2
H 3.22709 2.16567 -3.06144 -0.2 -0.1 -0.4
H -2.40645 0.44355 -1.32106 -0.1 0.0 0.4
C 4.97858 3.58503 -4.43074 -0.2 0.5 -0.6
H -1.00209 -1.24004 1.63763 -0.2 0.3 0.1
H -5.00157 -1.23400 1.38275 -0.5 -0.4 0.1
C -0.43080 -0.26149 5.61228 1.2 -0.4 -0.9
H 0.52644 -1.10252 3.85747 -1.1 -0.3 0.3
```
Positions in Å, forces in eV/Å.

These are the Löwdin partial charges, in e, on atoms 1 to 2: O 0.060; C -0.196